Record 1
A cluster of 2 separate species, C6H10 in total. Source: the OMol25 dataset; level of theory: ωB97M-V/def2-TZVPD.

* SMILES: C1=C[C@H]2C[C@H]2C1.[H][H]
* multiplicity: 1

Element x y z (Å)
C -1.099253 0.193738 -1.049599
C -0.035262 1.133634 -0.575978
C 0.366247 1.052476 0.902548
C 1.062091 -0.287448 1.023569
C 1.058016 -0.953746 -0.130811
C 0.356887 -0.189389 -1.206430
H -1.612482 0.444418 -1.973410
H -1.749239 -0.256752 -0.310527
H -1.654631 -1.683393 0.922433
H 0.101249 2.073333 -1.103586
H 1.029721 1.877789 1.188286
H -0.509597 1.100645 1.566038
H -1.011906 -1.661757 1.290507
H 1.455789 -0.663573 1.966216
H 1.503478 -1.932880 -0.288166
H 0.738891 -0.247097 -2.221088

Forces on the atoms, in the same order (eV/Å):
C -0.20 0.05 0.00
C 0.06 0.18 -0.01
C -0.01 0.07 -0.04
C 0.01 -0.05 -0.14
C -0.03 0.10 0.17
C 0.23 0.01 -0.14
H 0.11 0.05 0.11
H 0.26 -0.06 -0.15
H -0.12 -0.24 0.25
H 0.02 -0.18 0.08
H -0.09 -0.11 -0.04
H 0.14 0.04 -0.09
H -0.16 -0.14 0.05
H -0.04 0.08 -0.20
H -0.15 0.14 0.03
H -0.04 0.06 0.12

=====

Record 2
A structure of composition C24H43BF4IrP2. Source: the OMol25 dataset; level of theory: ωB97M-V/def2-TZVPD.

* charge: +1
* multiplicity: 5

Element x y z (Å)
Ir -0.063186 1.521648 0.132812
C 0.563675 0.713709 3.363771
C 1.612875 1.058883 2.496637
C -0.270690 2.429928 1.998320
C -0.563852 1.516508 3.126216
C 1.178366 2.210778 1.680914
C 0.591052 -0.401447 4.347788
H 1.619174 -0.710360 4.594578
H 0.021616 -1.277759 3.962131
H 0.067553 -0.101914 5.276158
C -1.833715 1.396056 3.849054
H -2.168271 0.348184 3.882827
H -2.585614 2.001069 3.346093
H -1.765193 1.734563 4.895530
C -0.933184 3.771524 1.836520
H -0.409292 4.595102 2.360477
H -1.993234 3.763316 2.140724
H -0.914991 3.968821 0.757139
C 2.132416 3.377709 1.556746
H 1.840279 4.173895 2.257955
H 2.174001 3.790445 0.544859
H 3.152666 3.078086 1.836163
C 2.959670 0.433756 2.595698
H 3.468285 0.776587 3.518360
H 3.623523 0.660666 1.744617
H 2.866367 -0.664965 2.675243
C -0.621080 -2.620514 1.167943
C 0.477288 -3.356955 1.342260
C 1.865366 -3.048078 0.945987
C 1.831263 -2.576701 -0.530864
C 1.904284 -1.130839 -0.414636
C 0.831149 -0.258719 -0.625022
C -0.646263 -0.570112 -0.640549
C -1.222141 -1.886009 0.003586
H 2.487598 -3.926140 1.082994
H 0.918915 -2.938797 -1.048387
H 2.296493 -2.258378 1.592511
H -1.392550 -2.570074 -0.839050
H -1.302458 -2.635142 2.006791
H 0.359326 -4.329465 1.868580
H -2.226661 -1.561277 0.333372
H -1.443580 0.265938 -0.488254
H 1.231535 0.602055 -1.260501
H -0.874554 -0.792474 -1.780694
H 2.708813 -2.880303 -1.128512
H 2.786342 -0.662461 0.061577
P -0.812651 -1.441629 -3.443291
P -0.179191 2.076806 -2.693694
C -0.395693 -0.181940 -4.652090
C -0.933572 1.196348 -4.241504
H -0.885318 -0.532608 -5.576236
H 0.697634 -0.176684 -4.818552
H -0.787156 1.854708 -5.119060
H -2.012163 1.106998 -4.048832
C -0.928772 3.677738 -3.282271
H -0.504785 4.520546 -2.731732
H -2.020203 3.663821 -3.156916
H -0.698796 3.801236 -4.358085
C 1.395463 2.374032 -3.607521
H 1.155763 2.658548 -4.635800
H 2.027910 1.481288 -3.638936
H 1.950673 3.189994 -3.143436
C -2.482874 -2.116722 -3.789198
H -2.799256 -2.770041 -2.954199
H -2.345486 -2.732037 -4.701626
H -3.233815 -1.325360 -3.957938
C 0.191073 -2.828264 -3.968543
H 1.036523 -2.454271 -4.545856
H -0.470427 -3.396396 -4.616237
H 0.528283 -3.428602 -3.137237
F -3.211514 -1.969104 3.538225
B -2.384489 -2.646890 4.499342
F -2.351707 -1.900188 5.688002
F -2.856083 -3.988732 4.681125
F -1.028777 -2.742940 3.985634

Forces on the atoms, in the same order (eV/Å):
Ir 0.07 0.18 -0.58
C -0.28 -1.35 0.25
C -0.10 0.77 -0.73
C 0.65 -0.27 2.36
C -0.21 0.56 -1.29
C 0.39 0.13 1.66
C 0.19 0.63 0.34
H -0.45 0.07 -0.09
H 0.20 0.32 0.15
H 0.19 -0.26 -0.39
C -0.50 0.02 0.09
H -0.02 0.14 0.03
H -0.21 -0.08 0.16
H 0.09 -0.09 -0.25
C -0.34 -0.06 -0.45
H -0.17 -0.48 -0.24
H 0.51 -0.08 -0.03
H -0.12 0.63 0.07
C 0.40 -0.06 -0.47
H -0.02 -0.20 -0.26
H -0.02 0.14 0.14
H -0.30 0.02 -0.19
C 0.38 -0.07 -0.21
H -0.16 -0.16 -0.36
H -0.30 0.04 0.32
H 0.08 0.51 0.04
C -0.56 0.04 0.03
C -0.07 -0.77 0.96
C 0.34 -0.86 -0.94
C 0.50 -0.13 -0.24
C -1.19 1.52 0.15
C -0.21 -0.28 -0.41
C 0.49 -1.05 0.29
C 0.08 2.14 0.26
H 0.22 -0.11 -0.14
H 0.61 0.33 0.38
H -0.33 -0.51 -0.25
H 0.18 -0.12 0.19
H -0.61 -1.08 -0.31
H 0.12 1.32 0.84
H 0.34 -0.44 -0.14
H 0.79 -0.27 -0.09
H -0.17 -0.48 0.61
H 0.30 0.62 0.38
H -0.21 -0.22 0.40
H -0.10 -0.36 -1.01
P -0.34 -0.65 0.17
P -0.61 0.91 -2.78
C -0.29 0.20 -0.42
C -0.30 -0.66 0.29
H 0.31 0.49 -0.09
H -0.50 -0.03 0.11
H -0.14 0.04 0.76
H 0.12 0.13 -0.16
C -0.22 0.08 0.38
H -0.15 -0.01 -0.01
H 0.30 0.09 0.05
H -0.11 -0.05 0.66
C 0.65 -0.21 0.63
H -0.01 -0.04 0.22
H 0.03 0.15 0.09
H 0.12 -0.08 0.00
C 0.05 0.11 -0.59
H 0.14 0.38 -0.42
H -0.59 0.33 0.40
H 0.26 -0.42 0.12
C 0.15 -0.11 -0.44
H 0.11 -0.22 0.09
H 0.39 -0.47 -0.16
H 0.11 -0.28 0.05
F 0.80 -0.22 0.29
B -0.66 -1.04 0.20
F 0.05 -0.25 -0.51
F 0.45 1.53 -0.12
F -0.59 0.03 0.16

=====

Record 3
The molecule C6H9NO5. Source: the OMol25 dataset; level of theory: ωB97M-V/def2-TZVPD.

* SMILES: O=C1N[C@@H]2OC[C@H](O)[C@H](O)[C@@H]2O1
* multiplicity: 1

Element x y z (Å)
C 1.421255 0.393854 0.812103
C 2.054469 -1.191905 0.665906
C -0.010799 -1.136393 -0.871189
C -1.945261 -0.179745 0.266828
C -0.122556 0.325004 -1.202754
C 1.139624 0.982765 -0.504810
H 0.081481 1.332879 1.615544
H 2.447871 0.903356 1.120981
H 3.144518 -1.195578 0.245746
H 1.631683 -1.860469 1.356874
H -0.042573 -1.818876 -1.838216
H -1.491113 -2.053703 0.752015
H -0.315059 0.752832 -2.229390
H 2.052275 0.449508 -1.162808
H -0.180616 2.411126 -0.549216
N -1.264891 -1.300058 -0.012324
O 0.525826 0.454073 1.774166
O 1.336195 -1.618982 -0.704350
O -3.045511 -0.040406 0.676591
O -1.357095 0.787438 -0.599787
O 0.828758 2.295109 -0.424340

Forces on the atoms, in the same order (eV/Å):
C 7.65 -2.51 0.30
C -1.65 3.45 -5.60
C -0.68 -3.32 -3.85
C 0.43 1.05 -4.28
C 0.00 1.23 0.83
C -0.81 -3.78 -3.30
H 0.27 -1.08 0.75
H -1.78 -0.27 -0.23
H -1.98 -0.19 1.74
H 0.33 -0.77 1.30
H -1.51 1.43 1.63
H 1.14 1.47 -2.48
H 1.08 -1.26 0.61
H -1.89 2.68 1.05
H 2.28 -0.36 0.26
N 1.90 -3.69 2.88
O -3.23 1.69 1.54
O -0.10 0.63 3.86
O -0.32 0.39 1.67
O 0.07 0.56 1.39
O -1.19 2.65 -0.07

=====

These records have relative energy (zero: lowest compared OMol25 entry of this formula, charge and spin) values of 2.121, 0.182, 4.725 eV, in the order they appear.
These records have maximum force values of 0.36, 2.98, 8.05 eV/A, in the order they appear.
These records have energy values of -6381.73863, -58538.04144, -18091.49237 eV, in the order they appear.